119
Properties=species:S:1:pos:R:3:forces:R:3:mulliken_charge:R:1 method="wB97M-V/def2-TZVPD" total_energy_ha=-4678.442726 gap_ev=9.49 total_charge=0 lumo_energy_ev=0.218
C -0.267148 -2.001687 -12.367303 0.1028 -0.1665 0.4399 -1.23
C -0.835995 -2.564171 -11.016323 0.7976 -0.2763 -1.8716 -0.19
O -0.432506 -1.667229 -9.997577 -1.6826 0.9941 1.6112 -0.30
S -1.395792 -1.543972 -8.636004 -0.0960 1.9381 -1.4215 1.15
C -1.035298 -3.118790 -7.920391 -0.7500 0.4358 0.4704 -0.92
O -0.689170 -0.497283 -7.870921 -1.9125 -2.1527 -1.4084 -0.59
O -2.827066 -1.460417 -9.041066 3.4115 -0.1062 1.1073 -0.60
H -0.553646 -2.553375 -13.262658 -0.1858 -0.4799 0.3118 0.38
H 0.821745 -1.953500 -12.376140 0.0177 -0.0962 0.2537 0.30
H -0.611140 -0.988402 -12.574738 -0.1976 0.0585 0.4706 0.32
H -1.900170 -2.741959 -11.171357 -0.2210 0.5439 0.6353 0.33
H -0.396870 -3.513441 -10.709463 0.1055 -0.3157 -0.5965 0.31
H -1.647914 -3.898439 -8.373117 0.4268 0.0531 -0.3814 0.33
H -1.413429 -3.028372 -6.902082 0.4158 -0.0395 0.1901 0.40
H 0.049116 -3.199481 -7.995393 -0.2312 -0.3860 0.1923 0.32
C 2.009739 0.334149 0.416512 -0.1159 0.8727 0.0129 -1.23
C 0.714608 -0.027180 1.162128 1.5103 1.3406 1.0418 -0.17
O -0.064443 -0.880977 0.419716 -2.6087 -1.2900 -2.0262 -0.25
S -1.692587 -0.667311 0.517269 0.5308 -1.1688 0.5477 1.04
C -2.051275 -2.516647 0.418089 0.6438 1.2681 0.0154 -0.86
O -1.955683 -0.124108 1.838155 -0.0770 -0.6326 -1.1242 -0.59
O -2.181988 0.044445 -0.636797 0.3920 -0.7577 0.7371 -0.57
H 1.830694 0.793112 -0.555804 -0.4974 -0.8422 -0.4766 0.35
H 2.760619 -0.454138 0.362904 -0.2832 -0.0751 -0.1107 0.29
H 2.492683 1.225426 0.817105 0.0716 -0.2339 1.0344 0.40
H 0.883975 -0.575660 2.088724 0.5019 0.4497 0.3070 0.25
H 0.124918 0.860097 1.392550 0.3734 0.2133 0.1334 0.34
H -1.582098 -3.008610 1.270124 -0.2520 0.4122 0.2629 0.31
H -1.483751 -2.872539 -0.441777 -0.3814 0.2243 -0.2559 0.32
H -3.120813 -2.718937 0.360922 0.1778 0.2387 -0.0844 0.36
C -10.775917 -4.108473 -0.435908 1.5361 -0.2239 0.0837 -1.04
C -9.932516 -3.456692 -1.560110 -1.3262 0.5583 0.1269 -0.28
O -8.610828 -3.960839 -1.637983 1.4829 -0.6790 -1.8482 -0.33
S -8.209145 -4.745145 -3.057532 0.8792 -3.0217 0.5890 1.14
C -8.921163 -6.336473 -2.600982 0.0155 -0.0434 1.1550 -0.88
O -8.886777 -4.277802 -4.252856 0.9990 0.5968 1.5349 -0.57
O -6.768692 -5.064925 -2.994845 -2.6085 1.9476 -0.1573 -0.59
H -10.931290 -5.184827 -0.509565 -0.3193 0.0631 -0.5890 0.30
H -11.703205 -3.584146 -0.205012 0.1278 0.0078 -0.2849 0.35
H -10.108954 -4.049868 0.424227 -0.2244 0.2549 0.4114 0.29
H -10.363061 -3.519194 -2.559520 -0.3532 0.1345 0.1379 0.36
H -9.792197 -2.409650 -1.291555 -0.2849 0.0985 -0.1826 0.30
H -9.962211 -6.560080 -2.834035 0.1902 0.3693 -0.5892 0.32
H -8.888849 -6.260439 -1.514115 0.0932 -0.2711 0.0513 0.27
H -8.225704 -7.135098 -2.859092 -0.1967 0.2066 -0.4339 0.37
C -1.396318 -0.698167 7.728371 0.8994 -0.5215 -0.9620 -0.89
C -1.339649 -2.196628 8.024925 -1.2769 1.1454 1.8306 -0.34
O -1.864595 -2.936991 6.927093 -1.2517 -1.2712 -0.7120 -0.33
S -3.327275 -3.753119 7.057884 -0.1980 0.4918 0.0989 1.09
C -4.523650 -2.254762 7.195434 0.8957 -1.2640 -0.8660 -0.85
O -3.592484 -4.440598 5.787318 0.9136 1.4774 2.3458 -0.56
O -3.294399 -4.498256 8.318703 -0.2212 1.2564 -1.9499 -0.58
H -0.945646 -0.611307 6.739719 -0.2068 0.4732 -0.2049 0.24
H -0.758502 -0.109505 8.387749 -0.1950 -0.1455 0.2645 0.36
H -2.413627 -0.306980 7.716118 0.1348 -0.0278 -0.0090 0.21
H -0.364680 -2.521820 8.387917 0.1408 -0.3130 -0.8458 0.39
H -1.970137 -2.307563 8.907124 -0.2058 -0.6124 0.0830 0.30
H -5.549728 -2.614492 7.119066 0.1346 -0.3903 0.9192 0.37
H -4.479208 -1.659308 6.283534 0.8489 -0.0254 -0.0023 0.32
H -4.225125 -1.678257 8.071007 -0.4079 -0.2597 -0.0158 0.27
O -6.704396 6.101759 6.521053 1.4357 -1.4954 -2.5205 -0.50
S -6.158570 5.234546 5.478478 -0.2036 0.4882 -0.7198 1.07
O -6.025674 3.811383 5.755285 0.1001 2.2650 -0.7270 -0.50
O -6.933034 5.498485 4.047727 0.2544 -0.6456 0.9715 -0.34
C -6.038464 5.338032 2.900496 -0.6456 -0.9930 0.5470 -0.27
C -4.600926 5.450896 3.454252 -0.4105 0.5474 -1.3739 -0.19
O -4.763141 5.889155 4.792092 -0.1340 -0.6292 1.5171 -0.35
H -6.190004 4.360779 2.442118 -0.1688 -0.1090 0.2191 0.25
H -6.379122 6.069909 2.168089 0.4189 0.2957 0.3177 0.29
H -4.087080 6.148958 2.793370 0.0048 1.0461 0.8438 0.28
H -3.935844 4.606260 3.274352 -0.6419 -0.7954 0.9219 0.28
C 6.247358 -5.746692 -2.973967 0.5000 -0.3742 -0.1011 -0.21
C 6.610364 -5.024585 -4.143535 0.2589 -0.9191 2.0039 -0.47
C 5.776862 -4.029224 -4.566701 0.6742 -0.5144 -0.9149 -0.25
C 4.574268 -3.886441 -3.942936 -0.7873 1.4224 -0.1275 -0.47
C 4.256988 -4.578811 -2.800464 -2.1018 0.4839 -0.0272 -0.23
C 5.030846 -5.577402 -2.314923 1.6052 -0.0507 -0.5214 -0.45
H 6.896467 -6.417175 -2.430367 0.5541 -0.3449 -0.7023 0.31
H 7.542025 -5.149753 -4.675264 0.2161 -0.3172 0.3403 0.34
H 6.160639 -3.456582 -5.398087 -0.6525 0.3318 -0.2048 0.35
H 3.866026 -3.166336 -4.325378 -0.0550 0.2229 0.1089 0.34
H 3.325919 -4.323611 -2.316332 -0.2336 -0.0939 0.0359 0.35
H 4.775201 -6.186788 -1.460694 0.0162 0.1607 0.1119 0.37
C 8.241778 3.415221 -0.675071 -0.0928 -1.0672 -0.8063 -0.25
C 7.765521 4.702803 -0.547842 -0.9987 -0.2064 -0.0945 -0.35
C 8.182046 5.539457 0.476502 0.3172 -0.7918 -1.2390 -0.37
C 9.294286 5.075440 1.167154 0.8958 0.9794 -0.3207 -0.36
C 9.854352 3.829001 0.939198 -0.3095 -0.9908 0.7548 -0.36
C 9.225242 2.886913 0.117556 0.2134 1.2295 0.9432 -0.41
H 7.896959 2.755147 -1.457257 -0.5951 0.1431 -0.1330 0.33
H 6.973073 4.941965 -1.241546 -0.1000 0.5202 0.0585 0.34
H 7.745172 6.525537 0.532819 0.2037 0.0721 0.4469 0.38
H 9.891971 5.790917 1.712378 -0.1862 -0.0344 0.6055 0.33
H 10.727914 3.534949 1.502074 0.1142 0.0729 0.1165 0.34
H 9.409465 1.823463 0.156863 0.5270 0.0697 -0.3255 0.38
C 6.541296 3.373962 7.098518 1.1990 -0.5126 -0.0402 -0.32
C 6.508442 2.569763 5.967226 -0.4989 -0.4178 0.4939 -0.42
C 6.736514 1.200016 6.105015 0.1856 -0.7474 0.2650 -0.22
C 7.027903 0.605369 7.329670 -0.1669 1.3280 0.3790 -0.42
C 7.058470 1.439364 8.463680 0.3539 -0.2355 -0.1241 -0.25
C 6.891624 2.802038 8.339596 -1.1242 0.6420 -0.8719 -0.42
H 6.484923 4.438656 6.926359 -0.3437 0.1507 0.4392 0.34
H 6.197065 3.007483 5.030295 0.2392 -0.0952 -0.2091 0.37
H 6.707958 0.471544 5.308210 -0.1336 0.4613 -0.6221 0.32
H 7.218130 -0.457675 7.342023 -0.0386 -0.0217 0.3274 0.36
H 7.244738 1.125401 9.480112 0.1033 -0.6603 -0.0871 0.33
H 6.876363 3.412883 9.230125 0.2281 0.1099 0.0417 0.33
C 0.371843 6.638087 -1.753435 -0.7105 0.6387 -0.9692 -0.54
C -0.301991 5.565168 -2.293245 -0.8389 -1.3777 1.5010 -0.27
C 0.147420 4.837466 -3.382677 -0.7018 0.5546 1.1077 -0.57
C 1.159990 5.422157 -4.060087 0.8687 -0.3888 -2.0713 -0.08
C 1.754577 6.605687 -3.684317 0.2390 0.5038 -0.3488 -0.53
C 1.363140 7.217505 -2.520060 0.3474 0.2624 0.8628 -0.12
H -0.003372 7.197865 -0.909482 -0.0817 -0.2916 0.2444 0.33
H -1.179586 5.197048 -1.782650 -0.1256 -0.0762 0.2365 0.33
H -0.305781 3.898371 -3.663932 -0.1168 0.1329 -0.1940 0.41
H 1.405148 4.995651 -5.021546 0.4883 -0.1306 -0.0744 0.32
H 2.457521 7.067211 -4.362016 0.1958 0.0352 0.1043 0.37
H 1.759397 8.142202 -2.127236 0.4382 0.1222 -0.3926 0.35

=====

19
Properties=species:S:1:pos:R:3:forces:R:3:mulliken_charge:R:1 method="wB97M-V/def2-TZVPD" de_lowest_kcal_mol=86.98 total_energy_ha=-3330.673108 gap_ev="7.40 / 8.27" total_charge=0 lumo_energy_ev="-0.412 / 0.159"
C -0.798771 0.956681 -1.222765 -3.0171 0.6712 -0.7318 -0.61
C -1.387683 1.423145 0.153841 1.9863 2.1516 0.5042 -0.36
C 1.227713 -1.187446 0.676891 0.9671 -0.2351 -0.5523 -0.72
C 0.799905 -1.127072 -0.821159 2.1185 -1.1706 -1.2106 0.32
C 0.471112 0.278987 -1.288826 0.3710 -1.2599 0.7302 -0.17
C -0.518325 -0.109177 1.903612 -2.2160 3.3615 0.3509 0.32
O -1.574228 0.444595 1.134434 1.1123 -2.4042 1.0053 -0.35
O 0.128408 -1.180824 1.626069 0.7088 -1.4551 -1.4187 -0.36
O -0.190146 -2.084065 -1.177956 -1.3914 -0.8610 2.7314 -0.57
Br 1.878411 1.471528 -1.245261 1.0407 0.3093 -0.0481 -0.05
I 0.499180 1.284908 3.171923 -0.1802 -0.1507 -0.3695 0.02
H -1.668033 0.372278 -1.688864 1.3955 0.4155 0.3926 0.25
H -0.677827 1.904838 -1.820712 -0.4633 -0.8454 0.5246 0.36
H -0.698832 2.224125 0.665773 -1.1024 -1.0528 -1.2551 0.25
H -2.376278 1.874583 -0.039219 0.4596 -0.2231 0.1782 0.28
H 1.738706 -2.128739 0.905792 -0.2203 0.0607 -0.2822 0.33
H 1.978466 -0.384285 0.868845 -0.8559 -0.2912 0.1361 0.42
H 1.798002 -1.503952 -1.470765 -2.2132 1.2370 1.8358 0.24
H -0.629781 -2.530107 -0.331653 1.5001 1.7423 -2.5210 0.39